DFT (wB97M-V/def2-TZVPD) results for a structure of composition C5H10O.

Properties
total charge	0
Kohn-Sham gap	8.413	eV
highest occupied orbital energy	-7.431	eV
F_max	0.53	eV/Å
energy relative to the best compared isomer or geometry (same formula, charge and spin)	4.872	eV

Last column: Mulliken charge in e.
Geometry (Å):
C: 1.80 -0.17 0.96  -1.409
C: 0.99 0.04 -0.30  0.489
C: -0.13 -0.89 -0.54  -0.825
C: -0.18 0.98 -0.17  -0.284
C: -1.68 -0.07 0.26  -1.024
O: -0.43 1.53 -1.41  -0.411
H: 2.49 -1.01 0.86  0.365
H: 2.38 0.73 1.21  0.355
H: 1.14 -0.38 1.81  0.254
H: 1.59 0.27 -1.18  0.427
H: -0.38 -1.07 -1.58  0.350
H: -0.20 -1.76 0.10  0.415
H: -2.27 -0.91 -0.14  0.355
H: -2.33 0.80 0.10  0.307
H: -1.59 -0.19 1.34  0.294
H: -1.19 2.12 -1.31  0.342


DFT (wB97M-V/def2-TZVPD) results for a cluster of 2 separate species, CH7N2O2P in total in a non-equilibrium geometry.

Properties
total charge	0
Kohn-Sham gap	10.787	eV
highest occupied orbital energy	-10.384	eV
F_max	1.07	eV/Å
energy relative to the best compared isomer or geometry (same formula, charge and spin)	0.757	eV

Last column: Mulliken charge in e.
Geometry (Å):
C: 2.33 0.33 0.16  -0.574
N: -1.35 0.36 -1.35  -0.578
N: -1.22 -0.58 1.09  -0.315
O: -3.64 -0.10 0.11  -0.604
O: 1.28 -0.45 -0.36  -0.592
P: -2.20 -0.12 -0.13  0.747
H: 2.04 1.38 0.26  0.279
H: 3.22 0.26 -0.48  0.252
H: 2.57 -0.07 1.14  0.245
H: 0.77 0.03 -1.03  0.328
H: -1.93 0.70 -2.10  0.219
H: -1.62 -1.07 1.87  0.260
H: -0.25 -0.70 0.81  0.332


DFT (wB97M-V/def2-TZVPD) results for a cluster of 2 separate species, CH9N3O3P in total in a non-equilibrium geometry.

Properties
total charge	+1
Kohn-Sham gap	6.622	eV
highest occupied orbital energy	-12.994	eV
F_max	5.39	eV/Å

Last column: Mulliken charge in e.
Geometry (Å):
N: -1.72 -2.14 0.23  -0.487
C: -0.84 -1.19 0.79  0.339
N: 0.44 -1.66 1.31  -0.519
N: -1.12 0.12 0.91  -0.151
P: -1.30 1.32 -0.43  0.289
O: -1.57 0.50 -1.88  -0.419
O: 0.08 2.30 -0.52  -0.419
H: -1.77 -2.88 0.94  0.347
H: -1.21 -2.59 -0.54  0.339
H: 1.05 -0.84 1.18  0.320
H: 0.30 -1.68 2.33  0.342
H: -1.19 0.47 1.86  0.314
H: -0.87 0.72 -2.52  0.345
H: 0.80 1.87 -0.03  0.336
O: 3.03 1.75 -0.85  -0.646
H: 3.37 1.41 -1.68  0.325
H: 2.53 2.53 -1.10  0.344


DFT (wB97M-V/def2-TZVPD) results for a structure of composition C21H31As3AuO6S in a non-equilibrium geometry.

Properties
total charge	-1
spin multiplicity	3
Kohn-Sham gap (alpha / beta)	7.032 / 7.772	eV
highest occupied orbital energy (alpha / beta)	-4.497 / -5.858	eV
F_max	1.02	eV/Å
⟨S²⟩	2.012
energy relative to the best compared isomer or geometry (same formula, charge and spin)	0.393	eV

Last column: Mulliken charge in e.
Geometry (Å):
Au: 1.63 -0.46 0.47  0.601
O: 4.50 -1.69 -2.75  -0.617
As: 3.64 -0.48 -1.81  1.240
O: 4.28 1.00 -2.11  -0.867
O: 3.68 -0.98 -0.19  -0.642
C: 1.83 -0.47 -2.55  -0.157
C: 1.52 0.70 -3.24  -0.570
C: 0.25 0.90 -3.76  -0.749
C: -0.73 -0.06 -3.61  -0.382
C: -0.44 -1.24 -2.94  -0.721
C: 0.83 -1.44 -2.41  0.195
S: 1.09 -2.94 -1.46  1.565
O: 2.44 -3.36 -1.72  -0.806
O: 0.05 -3.87 -1.84  -0.857
O: 0.87 -2.47 -0.05  -0.847
H: 4.11 -2.54 -2.49  0.438
H: 2.30 1.45 -3.32  0.556
H: 0.03 1.82 -4.29  0.392
H: -1.72 0.10 -4.01  0.413
H: -1.18 -2.02 -2.80  0.541
C: -1.06 2.78 -0.48  -1.400
As: -0.95 1.10 0.51  1.212
C: -1.73 1.73 2.20  -1.364
C: -2.54 0.18 -0.21  0.038
C: -3.40 0.79 -1.12  -0.271
C: -4.44 0.09 -1.71  -0.686
C: -4.61 -1.25 -1.42  -0.842
C: -3.77 -1.87 -0.52  -0.315
C: -2.73 -1.17 0.10  0.015
As: -1.60 -2.03 1.47  0.488
C: -1.47 -3.83 0.73  -1.227
C: -3.09 -2.39 2.71  -1.268
H: -1.96 3.33 -0.23  0.441
H: -1.02 2.58 -1.55  0.294
H: -0.18 3.37 -0.21  0.357
H: -2.78 1.96 2.04  0.423
H: -1.21 2.63 2.53  0.409
H: -1.63 0.97 2.97  0.322
H: -3.26 1.83 -1.38  0.329
H: -5.10 0.59 -2.41  0.385
H: -5.41 -1.82 -1.89  0.392
H: -3.91 -2.93 -0.30  0.237
H: -2.45 -4.30 0.61  0.419
H: -0.88 -4.43 1.42  0.456
H: -0.94 -3.80 -0.22  0.288
H: -3.91 -2.89 2.19  0.360
H: -3.46 -1.46 3.15  0.341
H: -2.73 -3.03 3.52  0.416
C: 4.16 1.44 2.02  -1.754
C: 2.72 1.95 2.13  2.529
C: 2.73 3.49 2.16  -1.879
C: 2.08 1.42 3.42  -1.603
C: 1.94 1.49 0.92  -1.349
H: 4.79 1.91 2.79  0.493
H: 4.58 1.67 1.03  0.333
H: 4.20 0.36 2.14  0.330
H: 3.25 3.85 3.05  0.443
H: 1.71 3.88 2.17  0.302
H: 3.24 3.88 1.28  0.429
H: 2.72 1.65 4.28  0.485
H: 1.96 0.34 3.36  0.280
H: 1.10 1.87 3.58  0.219
H: 2.04 2.11 0.03  0.764